(1)
Computed, not measured: a molecular structure, C57H52BCaN10O4S2 in a non-equilibrium geometry, with the ωB97M-V functional and the def2-TZVPD basis.

XYZ file:
```
127
C57H52BCaN10O4S2, DFT the ωB97M-V functional and the def2-TZVPD basis
Ca 0.534 -0.232 -0.135
C -0.273 -3.086 3.331
C -0.225 -2.640 2.017
N -0.551 -1.402 1.683
C -0.941 -0.585 2.670
C -0.975 -1.044 3.981
N -0.646 -2.286 4.319
C -1.206 0.831 2.307
C -1.686 1.778 3.203
C -1.670 3.123 2.849
C -1.229 3.454 1.570
C -0.898 2.438 0.686
N -0.875 1.167 1.069
C -0.555 2.644 -0.748
C -0.529 3.870 -1.399
N -0.290 3.979 -2.701
C -0.067 2.855 -3.367
C -0.074 1.618 -2.732
N -0.323 1.524 -1.437
C -2.051 4.177 3.822
C -2.382 5.466 3.412
C -2.644 6.440 4.361
N -2.628 6.220 5.673
C -2.344 4.980 6.065
C -2.050 3.944 5.195
H 0.007 -4.098 3.595
H 0.120 -3.284 1.225
H -1.262 -0.397 4.802
H -2.077 1.469 4.160
H -1.135 4.489 1.275
H -0.709 4.802 -0.874
H 0.113 2.943 -4.431
H 0.117 0.690 -3.257
H -2.455 5.720 2.364
H -2.868 7.456 4.055
H -2.333 4.812 7.136
H -1.805 2.971 5.598
C 7.206 -1.188 0.064
C 6.320 0.047 0.088
C 7.123 1.336 0.184
O 5.525 0.103 -1.081
C 4.204 -0.322 -0.723
C 4.124 0.302 0.698
O 5.426 -0.056 1.179
C 3.041 -0.070 1.769
O 1.791 0.186 1.296
C 3.183 -1.574 2.114
C 2.816 -2.498 1.132
C 2.926 -3.862 1.348
C 3.335 -4.344 2.584
C 3.647 -3.441 3.587
C 3.587 -2.072 3.349
C 3.305 0.826 3.011
C 2.257 1.628 3.454
C 2.389 2.455 4.561
C 3.583 2.488 5.265
C 4.640 1.700 4.833
C 4.509 0.885 3.716
C 3.185 0.005 -1.867
O 1.924 -0.329 -1.455
C 3.269 1.517 -2.193
C 3.765 2.043 -3.381
C 3.799 3.417 -3.600
C 3.354 4.294 -2.625
C 2.830 3.781 -1.446
C 2.767 2.412 -1.245
C 3.576 -0.852 -3.101
C 2.576 -1.624 -3.684
C 2.835 -2.427 -4.788
C 4.106 -2.466 -5.340
C 5.110 -1.690 -4.777
C 4.851 -0.892 -3.670
H 7.845 -1.158 -0.818
H 6.576 -2.077 0.016
H 7.818 -1.239 0.965
H 7.787 1.434 -0.675
H 7.705 1.340 1.106
H 6.434 2.181 0.193
H 4.208 -1.411 -0.615
H 4.082 1.390 0.583
H 2.439 -2.129 0.184
H 2.682 -4.553 0.549
H 3.394 -5.410 2.767
H 3.947 -3.799 4.565
H 3.844 -1.393 4.149
H 1.331 1.592 2.898
H 1.555 3.076 4.870
H 3.690 3.119 6.139
H 5.580 1.717 5.374
H 5.354 0.301 3.381
H 4.119 1.382 -4.159
H 4.178 3.798 -4.541
H 3.398 5.364 -2.786
H 2.465 4.456 -0.679
H 2.317 2.014 -0.343
H 1.589 -1.596 -3.246
H 2.031 -3.020 -5.209
H 4.314 -3.092 -6.200
H 6.106 -1.703 -5.205
H 5.647 -0.301 -3.241
C -4.033 3.144 -0.535
N -3.829 1.884 -1.198
C -3.577 1.702 -2.551
C -3.577 0.373 -2.766
N -3.843 -0.271 -1.576
B -4.243 -1.771 -1.478
N -3.131 -2.667 -0.834
C -3.429 -3.613 0.121
C -2.396 -4.473 0.230
N -1.439 -4.042 -0.672
C -0.205 -4.720 -0.991
C -1.897 -2.921 -1.310
S -0.985 -2.092 -2.473
C -3.974 0.660 -0.602
S -4.257 0.438 1.051
H -3.500 3.925 -1.076
H -3.665 3.070 0.487
H -5.096 3.393 -0.488
H -3.437 2.532 -3.222
H -3.407 -0.183 -3.670
H -4.442 -2.168 -2.605
H -5.212 -1.865 -0.770
H -4.362 -3.588 0.654
H -2.253 -5.324 0.872
H 0.093 -5.341 -0.146
H 0.565 -3.983 -1.220
H -0.329 -5.352 -1.873
```

frontier orbital gap	5.9	eV
energy relative to the best compared isomer or geometry (same formula, charge and spin)	34.8	kcal/mol
net charge	-1
HOMO level	-4.68	eV

---

(2)
Computed, not measured: a molecular structure, C12H13BeNP in a non-equilibrium geometry, with the ωB97M-V functional and the def2-TZVPD basis.

XYZ file:
```
28
C12H13BeNP, DFT the ωB97M-V functional and the def2-TZVPD basis
C -0.070 -0.112 -2.036
C -0.977 -1.103 -2.479
C -0.670 -2.324 -1.801
C 0.418 -2.077 -0.947
C 0.766 -0.686 -0.984
Be 0.884 1.133 0.675
P -0.285 2.773 0.011
H 0.007 0.908 -2.387
H -1.786 -0.943 -3.171
H -1.250 -3.231 -1.856
H 1.755 -0.286 -0.637
H 0.868 -2.800 -0.273
H -1.494 3.018 0.752
H -0.674 3.101 -1.344
H 0.544 3.870 0.384
N 0.321 0.335 1.925
C 0.169 -0.115 3.005
C 0.062 -0.280 4.390
C -1.212 -0.162 4.976
C -1.311 -0.132 6.357
C -0.148 -0.232 7.133
C 1.107 -0.427 6.549
C 1.232 -0.465 5.166
H -2.100 -0.086 4.339
H -2.298 -0.023 6.818
H -0.229 -0.165 8.223
H 2.001 -0.556 7.171
H 2.188 -0.639 4.671
```

frontier orbital gap (spin up / spin down)	4.2 / 3.3	eV
net charge	-1
HOMO level (spin up / spin down)	-1.44 / -0.91	eV

---

(3)
Computed, not measured: a molecular structure, C38H34MoN4O4Se in a non-equilibrium geometry, with the ωB97M-V functional and the def2-TZVPD basis.

XYZ file:
```
82
C38H34MoN4O4Se, DFT the ωB97M-V functional and the def2-TZVPD basis
Mo -1.450 1.108 -0.810
C -3.000 1.304 5.990
O -4.143 1.009 5.210
C -4.073 0.868 3.895
C -5.304 0.566 3.261
C -5.373 0.415 1.911
C -4.234 0.555 1.080
C -4.335 0.462 -0.339
C -5.583 0.033 -1.054
O -3.336 0.772 -1.059
C -2.974 0.823 1.725
O -1.860 0.881 1.036
C -2.928 0.990 3.113
H -3.380 1.569 6.976
H -2.433 2.142 5.579
H -2.355 0.427 6.076
H -6.177 0.475 3.887
H -6.329 0.220 1.454
H -6.173 0.912 -1.312
H -6.195 -0.634 -0.457
H -5.314 -0.455 -1.989
H -1.963 1.212 3.543
C 7.635 -8.689 2.052
O 7.846 -7.306 1.862
C 6.849 -6.504 1.504
C 5.518 -6.894 1.288
C 4.575 -5.958 0.935
C 4.915 -4.603 0.784
C 6.253 -4.219 0.989
C 7.197 -5.149 1.337
C 3.892 -3.654 0.434
N 2.646 -3.961 0.113
C 2.010 -2.795 -0.110
C 2.898 -1.717 0.086
N 4.086 -2.294 0.415
C 2.514 -0.362 -0.053
C 3.355 0.754 0.017
C 2.806 2.008 -0.196
C 1.441 2.139 -0.403
N 0.593 1.103 -0.451
C 1.134 -0.144 -0.326
C 0.253 -1.219 -0.598
N -0.997 -0.859 -1.008
C -1.842 -1.843 -1.334
C -1.515 -3.187 -1.272
C -0.247 -3.573 -0.865
C 0.664 -2.573 -0.521
H 8.607 -9.101 2.317
H 7.277 -9.166 1.137
H 6.927 -8.872 2.863
H 5.229 -7.927 1.399
H 3.551 -6.257 0.773
H 6.568 -3.193 0.863
H 8.229 -4.877 1.493
H 4.950 -1.822 0.627
H 4.412 0.638 0.199
H 3.427 2.890 -0.199
H 1.012 3.123 -0.571
H -2.823 -1.529 -1.670
H -2.259 -3.919 -1.539
H 0.051 -4.608 -0.813
C -2.331 8.148 -2.798
C -2.149 6.669 -2.830
C -2.024 5.980 -4.028
C -1.794 4.615 -4.065
C -1.668 3.889 -5.361
C -1.692 3.917 -2.852
Se -1.114 2.066 -2.934
C -1.887 4.572 -1.628
C -1.888 3.891 -0.285
C -2.103 5.943 -1.646
H -2.410 8.551 -3.803
H -1.484 8.618 -2.298
H -3.228 8.407 -2.238
H -2.093 6.528 -4.953
H -1.764 4.563 -6.205
H -2.442 3.124 -5.433
H -0.700 3.388 -5.417
H -2.111 2.788 -0.385
H -2.678 4.312 0.344
H -0.940 4.030 0.246
H -2.225 6.467 -0.709
```

frontier orbital gap (spin up / spin down)	4.7 / 5.0	eV
energy relative to the best compared isomer or geometry (same formula, charge and spin)	37.9	kcal/mol
<S²>	2.230
multiplicity	3
net charge	+2
HOMO level (spin up / spin down)	-11.79 / -11.79	eV

---

(4)
Computed, not measured: a molecular structure, C44H49IrNP2 in a non-equilibrium geometry, with the ωB97M-V functional and the def2-TZVPD basis.

XYZ file:
```
97
C44H49IrNP2, DFT the ωB97M-V functional and the def2-TZVPD basis
Ir 0.754 -0.115 -0.469
C -2.644 0.523 3.156
C -2.609 -0.025 1.928
C -3.226 0.334 0.665
C -2.580 1.514 -0.061
C -1.195 1.906 0.263
C -0.786 2.534 1.404
C -1.656 2.830 2.550
C -1.933 1.755 3.584
C 2.405 -1.011 0.051
H -3.152 0.030 4.001
H -1.769 -0.665 1.811
H -4.309 0.536 0.766
H -3.156 -0.569 0.038
H -2.731 1.341 -1.123
H -3.180 2.395 0.225
H -0.686 2.294 -0.616
H 0.226 3.022 1.394
H -2.619 3.185 2.147
H -1.085 3.589 3.116
H -0.980 1.447 4.054
H -2.592 2.214 4.338
H 2.320 -1.341 1.096
H 3.269 -0.400 -0.190
H 2.286 -1.807 -0.695
P -0.350 -1.481 -1.711
P 1.463 1.118 -2.241
C -1.114 0.059 -2.258
C -0.320 1.174 -2.560
C -0.399 -2.448 -3.329
C -1.211 -2.003 -4.398
C -1.157 -2.586 -5.659
C -0.387 -3.722 -5.860
C 0.265 -4.318 -4.779
C 0.210 -3.718 -3.514
C -1.495 -2.491 -0.641
C -1.037 -3.190 0.495
C -1.861 -4.150 1.101
C -3.196 -4.327 0.706
C -3.694 -3.561 -0.345
C -2.843 -2.666 -1.006
C 2.181 1.274 -3.975
C 2.108 0.135 -4.789
C 2.583 0.184 -6.100
C 2.999 1.389 -6.674
C 2.919 2.552 -5.907
C 2.546 2.494 -4.566
C 2.072 2.670 -1.514
C 3.287 2.684 -0.807
C 3.738 3.913 -0.330
C 2.990 5.079 -0.560
C 1.768 5.049 -1.235
C 1.296 3.821 -1.717
H -2.145 -0.061 -2.509
H -0.663 2.074 -3.050
H -1.903 -1.184 -4.265
H -1.726 -2.135 -6.466
H -0.325 -4.168 -6.827
H 0.800 -5.248 -4.920
H 0.613 -4.271 -2.680
H -0.033 -3.063 0.910
H -1.497 -4.815 1.905
H -3.855 -5.032 1.218
H -4.759 -3.650 -0.581
H -3.284 -2.092 -1.810
H 1.671 -0.774 -4.382
H 2.614 -0.720 -6.702
H 3.323 1.453 -7.710
H 3.143 3.500 -6.391
H 2.540 3.417 -3.995
H 3.876 1.771 -0.664
H 4.691 3.963 0.208
H 3.357 6.035 -0.193
H 1.226 5.984 -1.408
H 0.385 3.773 -2.307
C -0.729 -3.181 5.542
N -0.319 -1.831 5.208
C -1.057 -0.889 5.986
C 0.007 -1.554 3.815
C 0.975 -0.410 3.672
C 1.643 -0.079 4.870
C 2.121 1.218 5.100
C 2.213 2.065 3.981
C 1.942 1.537 2.667
C 1.246 0.356 2.534
H -1.750 -3.410 5.204
H -0.727 -3.280 6.633
H -0.048 -3.923 5.144
H -0.698 0.135 5.891
H -2.135 -0.908 5.747
H -0.967 -1.190 7.042
H 0.454 -2.457 3.377
H -0.929 -1.340 3.263
H 1.692 -0.853 5.643
H 2.491 1.496 6.107
H 2.535 3.119 4.097
H 2.253 2.167 1.837
```

frontier orbital gap (spin up / spin down)	5.2 / 3.9	eV
energy relative to the best compared isomer or geometry (same formula, charge and spin)	119.6	kcal/mol
<S²>	8.784
multiplicity	6
net charge	+2
HOMO level (spin up / spin down)	-11.84 / -12.31	eV

---

(5)
Computed, not measured: C7H17NSi in the gas phase in a non-equilibrium geometry, with the ωB97M-V functional and the def2-TZVPD basis.

XYZ file:
```
26
C7H17NSi, DFT the ωB97M-V functional and the def2-TZVPD basis
C -2.219 1.253 -0.191
C -2.254 -0.254 -0.034
C -1.758 2.146 0.952
C -0.858 -0.854 -0.412
C -0.964 -2.370 -0.256
C 2.026 0.933 -1.103
C 3.291 -0.308 0.703
N 2.102 0.009 -0.044
Si 0.552 -0.255 0.729
H -1.558 1.596 -1.039
H -3.298 1.621 -0.354
H -2.530 -0.665 0.866
H -2.964 -0.663 -0.775
H -1.236 3.078 0.763
H -2.471 2.327 1.716
H -0.479 -0.719 -1.443
H -1.013 -2.649 0.752
H -0.032 -2.879 -0.529
H -1.884 -2.670 -0.760
H 2.319 0.561 -2.097
H 1.017 1.256 -1.210
H 2.654 1.789 -0.923
H 4.052 0.433 0.628
H 2.965 -0.417 1.703
H 3.804 -1.280 0.326
H 0.735 -1.018 2.031
```

frontier orbital gap (spin up / spin down)	8.2 / 6.8	eV
energy relative to the best compared isomer or geometry (same formula, charge and spin)	106.8	kcal/mol
HOMO level (spin up / spin down)	-7.68 / -6.18	eV

---

(6)
Computed, not measured: a molecular structure, CH2NO3PS in a non-equilibrium geometry, with the ωB97M-V functional and the def2-TZVPD basis.

XYZ file:
```
9
CH2NO3PS, DFT the ωB97M-V functional and the def2-TZVPD basis
C 1.112 0.111 1.013
N 0.684 -0.324 2.029
O -0.065 -1.604 -0.912
O -1.354 0.445 -0.068
O -0.338 0.572 -2.403
P -0.412 -0.210 -1.167
S 1.790 0.835 -0.146
H 0.027 -0.964 2.317
H -1.444 1.140 -0.664
```

frontier orbital gap (spin up / spin down)	6.4 / 6.6	eV
energy relative to the best compared isomer or geometry (same formula, charge and spin)	70.8	kcal/mol
<S²>	2.015
multiplicity	3
HOMO level (spin up / spin down)	-6.19 / -10.85	eV

---

(7)
Computed, not measured: 7 unconnected molecules or ions with the total composition C26H72N6O7 in a non-equilibrium geometry, with the ωB97M-V functional and the def2-TZVPD basis.

XYZ file:
```
111
C26H72N6O7, DFT the ωB97M-V functional and the def2-TZVPD basis
C 15.435 -13.003 24.245
O 16.318 -14.112 24.180
C 15.706 -15.253 23.620
C 14.772 -16.048 24.527
C 15.551 -16.624 25.718
N 14.229 -17.211 23.833
H 14.785 -13.054 25.123
H 14.817 -12.942 23.343
H 16.111 -12.150 24.270
H 15.146 -14.942 22.725
H 16.460 -15.946 23.234
H 13.994 -15.452 25.010
H 16.450 -17.148 25.378
H 14.978 -17.343 26.303
H 15.914 -15.916 26.471
H 13.388 -17.010 23.303
H 14.899 -17.575 23.162
C 18.309 -12.471 26.898
O 18.714 -12.754 28.231
C 17.575 -12.848 29.053
C 16.941 -14.233 29.243
C 15.831 -14.223 30.304
N 18.030 -15.141 29.629
H 17.599 -13.165 26.439
H 19.206 -12.585 26.284
H 17.983 -11.434 26.798
H 17.811 -12.536 30.080
H 16.857 -12.048 28.816
H 16.524 -14.686 28.340
H 16.178 -14.163 31.337
H 15.182 -15.083 30.168
H 15.260 -13.299 30.179
H 18.874 -14.936 29.109
H 18.257 -15.045 30.612
C 17.669 -10.205 23.231
O 16.985 -9.147 23.851
C 15.645 -9.352 24.257
C 14.664 -9.695 23.145
C 14.564 -8.651 22.042
N 13.304 -9.993 23.588
H 17.098 -10.804 22.523
H 18.068 -10.918 23.977
H 18.640 -9.830 22.907
H 15.552 -10.090 25.062
H 15.429 -8.379 24.701
H 14.963 -10.620 22.632
H 14.066 -7.771 22.470
H 13.833 -8.895 21.268
H 15.502 -8.308 21.611
H 13.263 -10.679 24.330
H 12.582 -10.204 22.921
C 21.065 -16.692 20.313
O 20.018 -16.004 20.965
C 20.457 -15.161 22.024
C 19.316 -14.314 22.599
C 18.335 -13.678 21.611
N 19.823 -13.379 23.613
H 21.076 -16.417 19.256
H 20.770 -17.749 20.245
H 22.029 -16.755 20.817
H 20.812 -15.792 22.845
H 21.289 -14.518 21.720
H 18.696 -15.078 23.093
H 18.869 -12.960 20.986
H 17.501 -13.209 22.128
H 17.931 -14.485 21.001
H 19.022 -13.079 24.155
H 20.391 -13.991 24.195
C 19.579 -13.087 18.147
O 19.586 -14.129 17.202
C 20.737 -14.190 16.382
C 20.376 -15.021 15.145
C 19.946 -16.405 15.645
N 21.539 -15.184 14.287
H 18.538 -12.952 18.443
H 19.902 -12.116 17.763
H 20.132 -13.291 19.068
H 21.099 -13.223 16.020
H 21.520 -14.709 16.945
H 19.475 -14.696 14.618
H 20.752 -16.938 16.170
H 19.692 -17.079 14.823
H 19.167 -16.412 16.406
H 21.641 -16.167 14.059
H 21.502 -14.760 13.369
C 23.842 -16.835 18.197
O 24.684 -17.117 17.121
C 24.229 -16.748 15.841
C 25.119 -17.228 14.699
C 26.593 -16.877 14.975
N 24.790 -16.513 13.422
H 24.297 -17.244 19.095
H 22.830 -17.261 18.121
H 23.677 -15.748 18.179
H 23.213 -17.129 15.704
H 24.263 -15.650 15.865
H 25.114 -18.304 14.524
H 26.931 -17.241 15.952
H 26.813 -15.807 14.951
H 27.260 -17.319 14.232
H 25.491 -16.780 12.743
H 25.004 -15.547 13.655
C 15.609 -16.695 19.260
C 17.137 -16.832 19.415
O 17.435 -16.826 20.782
H 15.230 -17.706 19.434
H 15.276 -16.537 18.230
H 15.122 -15.951 19.886
H 17.669 -16.084 18.815
H 17.351 -17.765 18.874
H 18.396 -16.660 20.888
```

frontier orbital gap	9.6	eV
energy relative to the best compared isomer or geometry (same formula, charge and spin)	56.8	kcal/mol
HOMO level	-8.99	eV